1.
A structure of composition C6H12N2S3 in a non-equilibrium geometry. Source: the Open Molecules 2025 dataset; level of theory: ωB97M-V/def2-TZVPD.

The HOMO-LUMO gap comes out at 7.213 eV. Its HOMO energy is -16.9 eV. Its net charge is +2. Its spin multiplicity is 1. For the energy above the lowest of the compared OMol25 structures with the same formula, charge and spin, the calculation gives 192.0 kJ/mol. The total energy comes out at -41881.986 eV.

```
23
Properties=species:S:1:pos:R:3:forces:R:3
C -1.287 -0.379 0.126 -0.24 -3.65 -0.41
C 1.447 -0.338 -0.110 0.96 -1.37 0.59
C -3.545 -1.310 -0.017 4.67 -0.51 -0.13
C -3.132 1.164 0.079 -0.55 0.74 0.19
C 3.858 -0.546 -0.061 1.82 -1.34 -2.94
C 2.592 1.631 0.129 -0.17 0.18 2.02
N -2.559 -0.189 0.090 1.05 0.40 -0.29
N 2.665 0.155 0.025 -5.12 2.39 0.48
S -0.001 0.733 0.106 0.51 0.03 -0.05
S -0.468 -2.632 0.212 -0.70 3.37 -0.09
S 1.319 -2.013 -0.599 -0.67 0.24 -0.06
H -4.350 -1.217 0.586 -2.22 0.44 2.29
H -2.835 -2.095 0.176 -0.87 -1.12 0.74
H -3.821 -1.508 -0.989 -0.73 0.38 -2.49
H -3.612 1.319 1.087 0.67 0.25 -1.05
H -3.912 1.134 -0.685 -0.05 0.13 0.18
H -2.396 1.935 -0.256 -0.54 -0.60 0.73
H 3.655 -1.652 -0.177 0.68 1.33 0.48
H 4.468 -0.239 0.748 0.77 -0.20 0.90
H 4.352 -0.152 -1.021 -0.33 -0.86 1.23
H 1.953 1.985 0.958 -0.05 -0.78 -0.08
H 2.174 1.990 -0.740 -0.80 0.87 -2.18
H 3.437 2.226 0.335 1.90 -0.31 -0.06
```
Forces are in eV/Å.

---

2.
The molecule C6H12N2Si in a non-equilibrium geometry. Source: the Open Molecules 2025 dataset; level of theory: ωB97M-V/def2-TZVPD.

The HOMO-LUMO gap comes out at 9.230 eV. Its HOMO energy is -8.5 eV. Its spin multiplicity is 1. Its structure (SMILES) is C[Si](C)(C)n1ccnc1. For the energy above the lowest of the compared OMol25 structures with the same formula, charge and spin, the calculation gives 12.6 kJ/mol. The total energy comes out at -17275.741 eV.

```
21
Properties=species:S:1:pos:R:3:forces:R:3
N 0.170 3.285 0.621 -0.54 -0.86 -0.64
C -0.558 2.261 0.216 0.46 -0.57 0.89
C 1.444 2.813 0.605 0.33 -1.13 -0.33
C 1.479 1.498 0.194 0.89 0.20 0.91
N 0.182 1.085 0.011 -0.47 0.27 -0.34
C -1.907 -0.684 -1.071 -0.92 0.15 1.24
C -0.274 -1.503 1.558 -0.36 -0.09 0.38
C 0.898 -1.676 -1.156 0.29 -0.09 -0.27
Si -0.292 -0.693 -0.112 -0.19 0.76 -0.83
H -1.629 2.301 0.233 -0.31 -0.27 -0.32
H 2.275 3.378 0.946 0.46 0.52 -0.01
H 2.348 0.825 0.139 -0.67 0.34 -0.09
H -2.119 -1.737 -1.292 -0.10 0.14 -0.12
H -1.813 -0.130 -2.008 0.01 -0.05 0.12
H -2.797 -0.290 -0.485 1.04 -0.35 -0.73
H -1.229 -1.993 1.746 -0.15 -0.02 0.02
H 0.488 -2.279 1.684 0.02 0.24 -0.25
H -0.144 -0.774 2.350 0.05 0.17 0.19
H 1.783 -1.955 -0.584 0.08 -0.02 -0.01
H 0.467 -2.607 -1.567 -0.09 0.36 0.46
H 1.229 -1.126 -2.027 0.17 0.28 -0.26
```
Forces are in eV/Å.

---

3.
The ion C6H12N3 with charge +1 in a non-equilibrium geometry. Source: the Open Molecules 2025 dataset; level of theory: ωB97M-V/def2-TZVPD.

The HOMO-LUMO gap (spin up / spin down) comes out at 8.394 / 8.394 eV. Its HOMO energy (spin up / spin down) is -12.9 / -12.9 eV. Its net charge is +1. Its spin multiplicity is 1. Its structure (SMILES) is C\C=N/N=C\[N+](C)=C\C. For the energy above the lowest of the compared OMol25 structures with the same formula, charge and spin, the calculation gives 451.0 kJ/mol. The total energy comes out at -10876.643 eV.

```
21
Properties=species:S:1:pos:R:3:forces:R:3
C -0.325 0.590 1.501 -0.95 0.69 1.69
C 2.071 -1.877 0.558 -2.76 1.65 1.33
C -0.137 1.282 -0.731 -0.25 -1.09 -1.65
C 1.528 -3.258 0.630 0.38 -1.23 0.90
C -0.430 1.790 -2.075 0.74 0.01 -0.75
C -2.259 1.628 0.262 -2.52 -1.88 -0.12
N 0.635 -0.208 1.658 0.23 -1.60 -0.13
N 1.552 -0.746 0.914 0.24 0.44 -0.47
N -0.884 1.191 0.313 1.96 0.16 -1.71
H -0.783 1.012 2.429 0.32 -0.46 -0.95
H 3.040 -1.643 0.262 1.80 -0.53 -0.97
H 0.775 0.699 -0.907 0.15 0.25 1.72
H 1.662 -3.800 -0.307 0.09 0.28 -0.25
H 0.429 -3.357 0.872 1.43 0.28 0.25
H 2.261 -3.837 1.328 -1.66 0.88 -0.76
H 0.528 2.236 -2.369 -0.15 0.39 -0.08
H -1.234 2.455 -2.363 -0.30 -0.15 0.46
H -0.370 0.885 -2.720 -0.50 0.32 0.20
H -2.865 1.022 -0.503 1.25 0.53 0.93
H -2.545 2.643 0.027 0.90 0.53 0.31
H -2.650 1.294 1.221 -0.39 0.54 0.03
```
Forces are in eV/Å.

---

4.
A structure of composition C6H12N3 in a non-equilibrium geometry. Source: the Open Molecules 2025 dataset; level of theory: ωB97M-V/def2-TZVPD.

The HOMO-LUMO gap comes out at 9.970 eV. Its HOMO energy is -14.0 eV. Its net charge is +1. Its spin multiplicity is 1. For the energy above the lowest of the compared OMol25 structures with the same formula, charge and spin, the calculation gives 584.3 kJ/mol. The total energy comes out at -10875.261 eV.

```
21
Properties=species:S:1:pos:R:3:forces:R:3
C 1.340 -0.635 -0.014 1.04 -1.31 0.03
C 1.997 0.536 -0.657 1.32 0.44 0.66
C -2.251 -0.443 0.089 0.48 3.94 -0.98
C -0.556 0.633 -0.070 0.92 -0.48 2.43
C 2.027 -1.893 0.487 -2.48 -0.02 -0.46
C -3.447 0.279 -0.395 -0.54 1.35 1.69
N 0.117 -0.540 0.278 0.47 0.32 -0.36
N 0.148 1.761 0.112 -4.41 0.07 -1.07
N 1.556 1.664 0.207 0.93 0.70 -0.02
H 3.076 0.508 -0.707 0.29 -0.23 0.24
H 1.654 0.839 -1.616 -0.57 -0.19 -1.03
H -1.853 -1.196 -0.530 0.24 -0.96 -0.39
H -2.235 -0.590 1.137 0.46 -0.29 0.81
H 1.431 -1.988 1.419 0.40 -0.83 -0.49
H 3.039 -1.745 0.832 0.56 -0.49 -0.81
H 1.666 -2.721 -0.270 1.59 1.25 1.71
H -3.535 0.293 -1.437 0.35 0.76 -1.64
H -3.630 1.267 0.141 0.67 -1.00 -1.07
H -4.357 -0.215 -0.148 -0.68 -1.12 0.72
H 1.811 1.588 1.198 0.05 -0.53 0.12
H 2.000 2.599 -0.056 -1.09 -1.39 -0.08
```
Forces are in eV/Å.

---

5.
A cluster of 2 separate species, C6H12N3 in total in a non-equilibrium geometry. Source: the Open Molecules 2025 dataset; level of theory: ωB97M-V/def2-TZVPD.

The HOMO-LUMO gap (spin up / spin down) comes out at 7.192 / 7.070 eV. Its HOMO energy (spin up / spin down) is -11.3 / -10.9 eV. Its net charge is +1. Its spin multiplicity is 1. For the energy above the lowest of the compared OMol25 structures with the same formula, charge and spin, the calculation gives 485.2 kJ/mol. The total energy comes out at -10876.289 eV.

```
21
Properties=species:S:1:pos:R:3:forces:R:3
C 1.060 -2.625 -0.624 0.43 -1.19 0.11
C 1.020 -2.451 0.757 0.34 -1.96 -1.30
C 0.870 -1.365 -1.176 -0.35 0.07 -0.52
C -2.478 0.329 -0.543 -1.21 -1.06 -1.06
C 0.625 3.070 0.712 -0.91 -1.16 -1.11
C 0.487 0.875 -0.249 -0.31 -0.30 -3.01
N 0.871 -1.153 0.986 0.11 -1.41 -3.87
N 0.727 -0.469 -0.181 0.38 -0.93 1.71
N 0.626 1.724 0.735 0.66 0.45 0.37
H 1.294 -3.568 -1.174 -0.54 1.12 0.65
H 1.034 -3.217 1.545 0.21 0.75 -0.35
H 0.739 -1.072 -2.220 0.25 0.01 0.52
H -1.489 0.388 -1.071 -1.64 -0.18 0.44
H -2.403 0.577 0.485 0.54 0.36 1.05
H -3.247 1.032 -0.936 0.78 -0.52 -0.13
H 0.246 3.621 -0.155 0.34 -0.62 0.30
H -2.949 -0.709 -0.538 0.84 1.24 -0.41
H 1.056 3.564 1.514 0.35 0.73 1.51
H 0.321 1.108 -1.292 0.16 0.89 0.37
H 0.816 1.178 1.573 0.33 1.30 0.50
H 0.777 -0.839 1.852 -0.74 2.40 4.22
```
Forces are in eV/Å.

---

6.
The ion C6H12N3 with charge +1 in a non-equilibrium geometry. Source: the Open Molecules 2025 dataset; level of theory: ωB97M-V/def2-TZVPD.

The HOMO-LUMO gap (spin up / spin down) comes out at 4.366 / 4.327 eV. Its HOMO energy (spin up / spin down) is -8.4 / -12.2 eV. Its net charge is +1. Its spin multiplicity is 3. For the energy above the lowest of the compared OMol25 structures with the same formula, charge and spin, the calculation gives 97.7 kJ/mol. The total energy comes out at -10875.637 eV.

```
21
Properties=species:S:1:pos:R:3:forces:R:3
C 2.376 0.883 -0.492 -3.06 -0.02 -0.30
C 3.436 0.158 0.020 1.37 -0.35 0.97
C -1.242 0.559 -0.041 1.15 -1.26 -0.06
C -2.331 -0.256 -0.107 1.21 0.81 -0.62
C 0.083 0.185 -0.449 -5.75 0.75 0.10
C -3.632 -0.037 0.520 -1.86 0.57 -0.85
N 1.086 0.863 0.080 4.48 1.93 2.53
N 0.242 -0.690 -1.431 2.39 -1.19 -1.18
N 3.396 -0.718 1.070 -1.86 2.73 -0.75
H 2.379 1.426 -1.430 1.10 0.05 -0.26
H 4.362 0.511 -0.481 -0.03 -1.17 0.83
H -1.290 1.473 0.487 -0.23 0.98 0.72
H -2.171 -1.169 -0.642 -0.36 -0.70 -0.13
H -4.487 0.015 -0.336 1.69 -0.09 2.39
H -3.746 -0.898 1.171 -0.84 -0.36 -0.08
H -3.659 0.820 1.244 -0.04 -0.37 -1.12
H 0.832 1.777 0.475 0.06 -0.54 -0.13
H 1.137 -1.189 -1.486 -1.04 -0.27 -0.21
H -0.611 -1.117 -1.694 -0.24 -0.82 -0.59
H 4.254 -0.801 1.611 -0.14 -0.57 -0.13
H 2.449 -0.762 1.596 2.01 -0.10 -1.15
```
Forces are in eV/Å.